[1]
16
Properties=species:S:1:pos:R:3 method="wB97M-V/def2-TZVPD" homo_ev="-11.37 / -11.37" gap_ev="8.979 / 8.978" max_force_ev_per_a=5.9 multiplicity=1 total_charge=0 e_above_lowest_kcal_mol=56.33
C 2.06206 -1.67695 0.19367
C -0.89757 0.99563 0.21701
N 2.25125 -2.29564 -0.99541
N 1.26767 -2.02566 -1.68503
N 0.42975 -1.29777 -0.99953
N 0.89243 -1.11728 0.25056
N -1.03032 0.03118 1.28014
N -0.89977 0.74614 -1.09652
N -0.97450 2.42696 0.55055
O -0.46441 0.41551 2.29938
O -1.71761 -0.93740 1.10017
O -0.90262 1.46765 -2.05944
O -0.79522 -0.85898 -1.27690
O -0.35724 3.14427 -0.17833
O -1.69724 2.72648 1.45217
H 2.83337 -1.74413 0.94752

=====

[2]
91
Properties=species:S:1:pos:R:3 method="wB97M-V/def2-TZVPD" homo_ev="-8.44 / -8.44" gap_ev="7.960 / 2.608" max_force_ev_per_a=3.7 multiplicity=2 total_charge=0
As -0.63963 -0.28752 -0.25542
F -0.18788 -1.56978 -1.44316
F -1.52635 -1.45370 0.75488
F -1.10265 0.96834 0.97844
F 0.16825 0.92375 -1.19444
F -2.11482 0.09866 -1.12555
F 0.83476 -0.64773 0.78384
C 4.72134 -1.85075 0.24888
C 4.34085 -0.44043 -0.25762
C 5.40471 0.13949 -1.25082
O 5.05632 1.38683 -1.79501
C 5.77604 1.63473 -2.90114
N 2.99759 -0.51687 -0.76837
H 4.66803 -2.54997 -0.58559
H 4.06267 -2.19162 1.04767
H 5.74195 -1.94359 0.62014
H 4.31205 0.32807 0.51481
H 5.51853 -0.61614 -2.02812
H 6.38406 0.22640 -0.78028
H 5.69894 2.62368 -3.35297
H 5.41886 1.02654 -3.73218
H 6.82607 1.36695 -2.78357
H 2.27375 -0.71423 -0.09220
H 2.76742 0.35956 -1.21447
C 0.69226 0.00129 -4.66955
C 0.32633 0.75065 -5.96699
C 0.33937 2.33101 -5.75117
O -0.24364 3.02014 -6.85800
C 0.25906 4.30578 -7.16845
N 1.08281 0.34658 -7.16493
H -0.03628 0.05769 -3.86075
H 1.55114 0.44650 -4.16734
H 0.84669 -1.05476 -4.89094
H -0.67938 0.41398 -6.21856
H 1.38091 2.65082 -5.78315
H 0.08896 2.59501 -4.72370
H 0.31998 5.12009 -6.44645
H -0.38866 4.60791 -7.99142
H 1.15923 4.37035 -7.77970
H 0.78068 0.98110 -7.89031
H 2.03760 0.67387 -7.12794
C 2.92135 -3.53131 6.32847
C 1.92009 -4.64175 5.95995
C 1.03499 -4.35056 4.77067
O 0.19184 -3.15430 4.92401
C -0.35872 -2.87365 3.58077
N 2.67799 -5.80824 5.70759
H 3.55446 -3.72447 7.19449
H 2.22308 -2.76420 6.66320
H 3.54888 -3.04716 5.58020
H 1.25923 -4.89578 6.78870
H 0.37699 -5.21941 4.75498
H 1.70938 -4.35772 3.91437
H -0.76077 -3.69029 2.98116
H 0.39997 -2.54027 2.87273
H -1.06609 -2.05649 3.72214
H 2.24705 -6.41026 5.02061
H 2.82325 -6.33193 6.55892
C -2.93270 0.18200 3.77245
C -3.63037 1.53800 3.86758
C -2.74513 2.70347 3.37422
O -3.51119 3.84279 3.34293
C -2.74600 4.82178 2.66204
N -4.96310 1.43970 3.24546
H -2.68871 -0.11538 2.75257
H -3.43596 -0.58981 4.35478
H -1.92159 0.38839 4.12342
H -3.87310 1.77787 4.90278
H -2.43554 2.33848 2.39492
H -1.87675 2.83142 4.02047
H -3.04862 5.83103 2.94120
H -2.97087 4.81453 1.59551
H -1.66879 4.87520 2.81970
H -5.51560 2.27912 3.34660
H -4.85805 1.43901 2.24095
C -4.85015 0.98934 -0.67895
C -5.99096 2.00212 -0.35103
O -7.21744 1.36827 -0.12162
O -4.60500 0.07543 0.37738
H -3.98374 1.62788 -0.85131
H -5.23587 0.52734 -1.58772
H -6.00374 2.66828 -1.21370
H -5.90444 2.61965 0.54299
H -7.26232 0.74089 0.60363
H -3.72761 -0.30450 0.29110
O 2.39735 -3.61753 -1.63018
H 2.12001 -4.19130 -0.91597
H 2.40233 -2.74096 -1.24569
O -3.02439 -0.54332 -3.96832
H -3.62615 0.19373 -3.86407
H -2.28673 -0.33378 -3.39545

=====

[3]
77
Properties=species:S:1:pos:R:3 method="wB97M-V/def2-TZVPD" homo_ev=-9.40 gap_ev=9.805 max_force_ev_per_a=4.7 multiplicity=1 total_charge=0
C 1.82166 1.08542 2.05488
C 2.31017 0.74841 0.55304
O 2.81638 -0.62937 0.59731
C 1.95423 -1.52997 -0.12970
C 0.66318 -2.03386 0.71418
C -0.78170 -1.70965 0.08594
C -1.40760 -0.31203 0.54905
C -2.36268 -0.44615 1.85652
F -1.78606 0.22835 3.00922
C 0.81658 -2.10937 2.31631
O 0.75195 -3.53089 2.70654
C 1.33518 -4.16553 1.57267
O 2.17769 -5.06374 1.47322
O 0.73940 -3.49928 0.47077
H 1.88274 2.18616 2.32104
H 2.52486 0.48911 2.74923
H 0.77047 0.68201 2.26996
H 3.19788 1.44118 0.30029
H 1.48885 0.85554 -0.22833
H 1.64677 -1.08153 -1.14244
H 2.59680 -2.45389 -0.38000
H -1.45497 -2.58925 0.36066
H -0.62224 -1.68763 -1.06609
H -2.12618 0.01618 -0.29406
H -0.65959 0.53723 0.66583
H -2.57196 -1.53021 2.14064
H -3.35461 0.09554 1.63626
H 1.89123 -1.84688 2.64688
H 0.21124 -1.37677 2.95020
C -4.75397 2.93417 2.23105
O -4.37772 1.57092 2.38777
H -4.14558 3.37937 1.44322
H -5.80788 2.99483 1.95188
H -4.58325 3.47155 3.16770
H -4.92935 1.20187 3.08873
C 1.20673 -7.02595 4.14656
O 0.46031 -6.64880 5.29549
H 1.72067 -7.96508 4.35325
H 0.53192 -7.16255 3.29757
H 1.94362 -6.25344 3.91658
H 0.01679 -5.81750 5.08633
C 2.28353 4.94827 0.88046
O 2.90277 3.76183 1.34953
H 1.20160 4.82396 0.93242
H 2.58057 5.79319 1.50741
H 2.57727 5.13289 -0.15716
H 3.85805 3.89750 1.29326
C -0.15165 3.87816 -1.62311
O 0.47305 2.69190 -1.15482
H -1.23297 3.74989 -1.57098
H 0.14222 4.72302 -0.99568
H 0.14034 4.06479 -2.65977
H 1.42792 2.83004 -1.21072
C 1.00428 -3.05600 -4.05650
O 0.00792 -2.62487 -3.13772
H 0.78989 -2.62887 -5.03596
H 1.98734 -2.71410 -3.71981
H 0.99170 -4.14675 -4.12696
H 0.22144 -3.01686 -2.28045
C 5.59509 4.72946 -1.04613
O 5.15735 3.45312 -0.59885
H 5.18391 5.49384 -0.38594
H 6.68642 4.77663 -1.01692
H 5.24175 4.90475 -2.06534
H 5.53385 2.79668 -1.19800
C -8.94122 2.79736 1.10299
O -7.69706 3.46861 0.96068
H -8.75259 1.76978 1.41404
H -9.54681 3.29916 1.86196
H -9.47037 2.79398 0.14689
H -7.89144 4.37318 0.68567
C 0.74726 -3.94950 -8.00234
O 1.22318 -2.93690 -7.12696
H -0.25767 -4.23722 -7.69333
H 0.71500 -3.56754 -9.02588
H 1.40461 -4.82107 -7.95069
H 2.11154 -2.70080 -7.42148

=====

[4]
75
Properties=species:S:1:pos:R:3 method="wB97M-V/def2-TZVPD" homo_ev=-9.19 gap_ev=6.630 max_force_ev_per_a=6.7 multiplicity=1 total_charge=0
C -4.50308 -2.30650 -1.82218
C -3.36956 -2.53401 -0.64144
C -2.76167 -1.11280 -0.03425
C -1.12959 -1.11119 0.12152
C -0.47778 0.42326 0.25965
C 1.08259 0.37906 0.75947
C 2.06435 1.48575 -0.00742
C 2.10253 2.82463 0.99493
C 2.14093 4.15082 -0.02374
C 0.68688 4.91391 -0.14532
C -0.04848 5.30812 -1.59780
P 0.96570 4.86167 -3.14861
O 2.42325 5.51836 -2.92785
O 0.39501 5.50168 -4.65456
O 1.01194 3.11853 -3.25613
C -1.55670 6.03462 -1.60506
S -2.43377 6.42936 -3.20997
C -4.23143 6.98369 -3.01862
O -2.52635 5.06461 -3.99916
O -1.74810 7.55913 -4.05757
C -2.22481 6.37983 -0.11429
F -3.55436 7.07352 0.05057
C -1.47497 6.03432 1.32787
N -1.99520 6.32874 2.74005
S -0.76036 5.70923 3.84971
N 0.46740 5.05937 2.73286
C -0.02646 5.27923 1.32160
H -5.34888 -1.55768 -1.49294
H -4.02360 -1.90912 -2.82424
H -5.02956 -3.34015 -2.06609
H -3.88057 -3.20841 0.18737
H -2.49820 -3.16665 -1.14114
H -3.16448 -0.21504 -0.68702
H -3.24716 -1.00993 1.04900
H -0.68400 -1.66679 -0.81042
H -0.87211 -1.77724 1.07389
H -0.67157 1.06583 -0.70305
H -1.10584 0.93031 1.13522
H 1.10066 0.59561 1.91083
H 1.49721 -0.70685 0.57857
H 1.51124 1.77437 -0.99690
H 3.13049 1.06898 -0.24800
H 3.09306 2.82708 1.62991
H 1.12140 2.75800 1.62720
H 2.57108 3.74217 -1.03094
H 2.94878 4.89326 0.44223
H 1.16470 5.70792 -5.29002
H 0.03416 2.82996 -3.30072
H -4.78562 6.78064 -4.02909
H -4.34206 8.07532 -2.60521
H -4.71224 6.23312 -2.22579
C 1.27190 -4.28074 3.80647
O 0.44941 -5.42747 4.01295
C -0.63789 -5.48780 3.20342
O -0.94479 -4.66773 2.35242
O -1.32461 -6.61869 3.50476
C -2.50266 -6.81520 2.72520
H 2.11033 -4.33575 4.50623
H 1.67342 -4.27200 2.78799
H 0.71223 -3.36236 4.01123
H -2.25203 -6.90778 1.66350
H -3.21329 -5.99817 2.88669
H -2.97159 -7.74797 3.05043
C 5.97752 -4.97294 -1.56452
O 5.75306 -5.18772 -0.17253
C 4.60313 -5.84943 0.11202
O 3.78788 -6.25346 -0.70225
O 4.51738 -5.98378 1.45957
C 3.34834 -6.66669 1.90803
H 6.92377 -4.43631 -1.67543
H 6.05891 -5.92760 -2.09422
H 5.18028 -4.35740 -1.99360
H 3.32464 -7.68906 1.51714
H 2.44594 -6.11891 1.61781
H 3.38392 -6.71670 2.99980

=====

[5]
117
Properties=species:S:1:pos:R:3 method="wB97M-V/def2-TZVPD" homo_ev=-1.27 gap_ev=5.193 max_force_ev_per_a=3.5 multiplicity=1 total_charge=-2 e_above_lowest_kcal_mol=19.74
Cs -0.05163 -0.05646 -0.23414
C 3.37531 4.75887 -0.52181
C 2.59271 4.97569 0.78081
C 1.39068 4.08595 0.84907
C 0.11371 4.37691 0.49109
C -0.44456 5.69049 0.03727
C -1.14454 6.43098 1.18511
C -0.65032 3.13761 0.66571
N 0.15535 2.16002 1.11485
C 1.39314 2.66922 1.22878
C 2.52347 1.95717 1.64241
C 2.61630 0.59322 1.94242
C 3.82108 -0.08089 2.43384
C 5.17405 0.54236 2.59628
C 5.92418 0.58951 1.25740
C 3.47002 -1.37904 2.63847
C 2.05408 -1.48027 2.27416
C 1.26901 -2.62994 2.41114
C -0.10774 -2.75942 2.19013
N -0.90328 -1.81324 1.66239
C -2.15754 -2.29814 1.63645
C -3.27936 -1.59532 1.18074
C -3.34812 -0.24858 0.80670
N -2.32480 0.62142 0.86339
C -2.77639 1.81846 0.45347
C -2.00829 2.98527 0.37301
C -4.19635 1.72531 0.10610
C -4.55412 0.43114 0.32623
C -5.91473 -0.18179 0.19168
C -6.66348 -0.17655 1.53155
C -5.04032 2.83463 -0.44248
C -4.79219 3.04323 -1.94258
C -2.17967 -3.65944 2.17823
C -0.89618 -3.94792 2.52566
C -0.37602 -5.18446 3.19305
C -0.21274 -4.98535 4.70637
C -3.38586 -4.54047 2.29953
C -3.67715 -5.28517 0.99020
N 1.60367 -0.28621 1.84898
C 4.31442 -2.47940 3.20584
C 4.11009 -2.62283 4.72017
H 4.24112 5.42605 -0.57862
H 3.71449 3.72464 -0.58647
H 2.73570 4.93904 -1.38656
H 3.24868 4.77974 1.63401
H 2.28209 6.02282 0.84949
H 0.35748 6.31623 -0.36293
H -1.15544 5.52554 -0.77656
H -0.43181 6.63834 1.98574
H -1.57790 7.37931 0.85286
H -1.93746 5.80784 1.60098
H 3.43600 2.53556 1.75333
H 5.06698 1.55791 2.98697
H 5.76483 -0.02201 3.32384
H 5.36493 1.19125 0.54000
H 6.92533 1.01659 1.36959
H 6.01606 -0.41734 0.84761
H 1.77708 -3.51185 2.79159
H -4.21309 -2.14924 1.14161
H -2.52843 3.87528 0.03050
H -6.50169 0.36414 -0.55233
H -5.82267 -1.21084 -0.16462
H -6.78651 0.84725 1.88960
H -7.65307 -0.63596 1.44617
H -6.08689 -0.72282 2.27939
H -6.10050 2.61798 -0.28144
H -4.82124 3.76397 0.09150
H -5.05154 2.13843 -2.49538
H -5.38713 3.87250 -2.33709
H -3.73679 3.25079 -2.12380
H -1.05564 -6.02231 3.01202
H 0.59000 -5.46101 2.76137
H -1.18038 -4.76372 5.16061
H 0.19971 -5.88010 5.18246
H 0.44739 -4.13970 4.90168
H -3.24066 -5.26536 3.10639
H -4.25673 -3.93802 2.57160
H -2.82825 -5.91343 0.71560
H -4.56415 -5.92023 1.07678
H -3.83421 -4.56856 0.18323
H 4.06419 -3.42628 2.72001
H 5.37028 -2.28268 3.00028
H 3.05729 -2.80960 4.93662
H 4.70146 -3.44683 5.13129
H 4.39974 -1.70029 5.22647
C -2.28159 1.45808 -4.83201
N -0.97427 0.91225 -5.10150
C -1.02749 -0.37998 -5.76412
C 0.04807 1.26918 -4.21117
N -0.07421 2.05852 -3.22625
N 1.29643 0.74470 -4.55972
C 2.54087 1.22861 -4.16401
N 3.54175 0.27603 -4.37942
N 2.75364 2.42072 -3.76089
H -2.90509 1.30354 -5.71453
H -2.20998 2.53050 -4.64731
H -2.77820 0.98591 -3.97178
H -1.39499 -0.24612 -6.78866
H -1.69790 -1.06471 -5.23351
H -0.05899 -0.86506 -5.80230
H -1.00601 2.42309 -3.07200
H 1.31652 -0.25829 -4.75979
H 3.19846 -0.68145 -4.44128
H 4.32975 0.36500 -3.75933
H 3.73997 2.56519 -3.56729
N 3.28319 -1.99552 -1.59664
C 3.05961 -3.23241 -2.35053
C 1.60036 -3.54825 -2.67955
C 0.99214 -2.51720 -3.65965
O 1.68323 -2.24964 -4.69441
O -0.11178 -2.03506 -3.36369
H 2.86298 -2.05598 -0.67290
H 2.80420 -1.23018 -2.06417
H 3.50430 -4.05497 -1.78198
H 3.59827 -3.14730 -3.29716
H 0.99115 -3.56764 -1.77420
H 1.55110 -4.53120 -3.16125

=====

[6]
73
Properties=species:S:1:pos:R:3 method="wB97M-V/def2-TZVPD" homo_ev="-20.96 / -20.82" gap_ev="8.824 / 4.166" max_force_ev_per_a=7.6 multiplicity=6 total_charge=+4
C 2.37465 -1.02181 -1.53592
N 1.11315 -0.82018 -1.98256
N 1.17725 -0.37360 -3.28609
C 2.48271 -0.36387 -3.66392
C 3.27098 -0.72540 -2.56852
B -0.07228 -0.19528 -4.23909
N -0.79649 -1.59056 -3.96378
N -1.00770 -2.12192 -2.70632
C -1.46795 -3.38358 -2.83774
C -1.47399 -3.71168 -4.19132
C -1.01231 -2.58663 -4.86658
Ir -0.56298 -1.18990 -0.87578
N -0.85307 1.22784 -4.17005
N -1.29412 1.52610 -2.90131
C -1.80069 2.75300 -2.89791
C -1.76335 3.29713 -4.19373
C -1.15478 2.29871 -4.97697
H -2.15709 3.21209 -1.99054
H -0.91584 2.35658 -6.02749
H -2.15988 4.25310 -4.47838
H 0.32274 -0.27603 -5.37942
H -0.80868 -2.45507 -5.91700
H 2.75119 -0.17213 -4.69698
H -1.73320 -4.68239 -4.56975
H 4.34063 -0.76673 -2.48113
H -1.80048 -3.96426 -1.98764
H 2.55670 -1.31058 -0.51777
H -3.23456 -0.97253 -1.57219
C -2.52369 -0.98376 -0.74351
H -2.14865 -2.05075 -0.70606
H -1.72990 -0.15508 -1.06578
H -3.01977 -0.71700 0.19144
C -1.34411 2.57704 1.50051
C -1.19893 1.35955 2.44949
C -0.98017 1.80178 3.91028
C -2.54285 0.62684 2.41498
P 0.26657 0.27741 1.85555
N 0.21486 0.08906 0.24498
C 1.87517 1.28027 2.15410
C 2.30720 1.17371 3.62521
C 3.00702 0.79748 1.23842
C 1.67738 2.75400 1.76973
C 0.35606 -1.56070 2.39046
C -0.31032 -2.52790 1.36775
C 1.82887 -1.99898 2.38468
C -0.31064 -1.68554 3.77044
H -2.39869 2.89124 1.46980
H -1.05407 2.30460 0.47576
H -0.77280 3.45164 1.83360
H -1.91377 2.25858 4.27155
H -0.79260 0.93311 4.55451
H -0.18453 2.54549 4.03338
H -2.83949 0.41417 1.38505
H -2.57123 -0.28896 3.01746
H -3.27959 1.32184 2.85303
H 2.49383 0.14122 3.93956
H 3.24888 1.73284 3.74423
H 1.57069 1.61132 4.30746
H 2.64733 0.76235 0.20646
H 3.83271 1.52738 1.27652
H 3.41264 -0.17869 1.52344
H 1.28480 2.83930 0.74840
H 1.04339 3.31243 2.46649
H 2.66218 3.24600 1.77754
H 0.19810 -2.48529 0.32960
H -0.12892 -3.57293 1.70674
H -1.39380 -2.37285 1.28154
H 2.46815 -1.50245 3.12424
H 1.85813 -3.07434 2.61742
H 2.25469 -1.88875 1.37234
H 0.00351 -0.89842 4.47035
H -1.41119 -1.69544 3.71707
H 0.01701 -2.63328 4.21968

=====

[7]
15
Properties=species:S:1:pos:R:3 method="wB97M-V/def2-TZVPD" homo_ev="-7.43 / -7.45" gap_ev="7.881 / 7.882" max_force_ev_per_a=3.1 multiplicity=1 total_charge=0 e_above_lowest_kcal_mol=138.16
C -0.80107 0.10394 -2.07040
C 0.88919 -1.66102 1.66464
C -0.09542 1.60539 0.41256
N -0.07686 -0.71415 -1.23685
N 0.65654 -0.26366 1.57959
N 0.13948 0.21418 0.56248
H -1.83053 0.32320 -1.73112
H -0.31570 1.05469 -2.36770
H -0.89212 -0.51715 -2.97475
H 1.12402 -2.08363 0.68507
H -0.00915 -2.14888 2.05008
H 1.69838 -1.81452 2.37601
H -1.14123 1.76437 0.13736
H 0.51529 1.98554 -0.41285
H 0.13916 2.15171 1.32587